1.
Molecular formula: C58H49CoN2O4P3Te
Method: DFT, ωB97M-V/def2-TZVPD

**Energy**: -144896.55608 eV

ORCA input file:
```
! RIJCOSX wB97M-V def2-TZVPD def2/J DEFGRID3
* xyz 0 4
Co 0.409 0.418 0.210
O -1.561 0.862 3.909
C -0.813 0.888 2.791
O -0.578 -0.170 2.177
C -0.350 2.162 2.324
C -0.615 3.397 2.933
C -0.133 4.556 2.357
C 0.619 4.478 1.182
C 0.842 3.226 0.604
N 0.359 2.090 1.160
C 1.580 2.971 -0.626
O 2.184 3.992 -1.264
O 1.654 1.840 -1.100
H -1.878 -0.051 4.031
H -1.195 3.410 3.840
H -0.330 5.520 2.798
H 0.997 5.387 0.733
H 2.048 4.827 -0.795
Te 3.378 -3.258 0.819
C 4.586 -3.710 -0.894
C 4.726 -5.000 -1.386
C 5.535 -5.204 -2.493
N 6.200 -4.241 -3.105
C 6.089 -3.017 -2.618
C 5.306 -2.703 -1.521
C 2.645 -1.434 0.008
P 1.187 -1.315 -1.058
C 1.118 -3.046 -1.641
C 1.837 -3.439 -2.765
C 1.977 -4.782 -3.067
C 1.394 -5.743 -2.259
C 0.647 -5.358 -1.157
C 0.525 -4.017 -0.842
C 1.723 -0.468 -2.584
C 0.723 -0.003 -3.432
C 1.056 0.637 -4.610
C 2.388 0.833 -4.941
C 3.386 0.385 -4.090
C 3.054 -0.257 -2.911
P 2.383 -0.135 1.203
C 2.268 -0.905 2.848
C 2.909 -0.375 3.963
C 2.724 -0.949 5.207
C 1.918 -2.065 5.349
C 1.265 -2.587 4.244
C 1.418 -1.998 3.004
C 3.986 0.728 1.364
C 3.954 2.079 1.693
C 5.127 2.789 1.865
C 6.347 2.151 1.706
C 6.384 0.805 1.375
C 5.211 0.092 1.205
H 4.211 -5.827 -0.924
H 5.652 -6.192 -2.920
H 6.661 -2.254 -3.130
H 5.263 -1.688 -1.156
H 2.303 -2.701 -3.401
H 2.568 -5.075 -3.925
H 1.524 -6.791 -2.481
H 0.173 -6.100 -0.532
H -0.039 -3.713 0.029
H -0.312 -0.135 -3.153
H 0.278 0.987 -5.273
H 2.651 1.334 -5.862
H 4.426 0.537 -4.346
H 3.822 -0.600 -2.237
H 3.549 0.489 3.850
H 3.210 -0.519 6.071
H 1.793 -2.518 6.322
H 0.630 -3.453 4.350
H 0.846 -2.344 2.153
H 2.999 2.566 1.832
H 5.086 3.836 2.133
H 7.268 2.695 1.858
H 7.334 0.305 1.254
H 5.252 -0.968 0.973
C -1.707 -3.061 -3.349
C -2.598 -3.883 -2.471
C -3.179 -5.038 -2.980
C -4.061 -5.793 -2.228
C -4.356 -5.409 -0.932
C -3.778 -4.270 -0.403
C -2.911 -3.489 -1.161
P -2.112 -1.987 -0.464
C -2.779 -1.994 1.256
C -2.097 -2.906 2.064
C -2.304 -2.969 3.424
C -3.167 -2.067 4.021
C -3.889 -1.196 3.225
C -3.745 -1.169 1.840
C -4.642 -0.282 1.032
C -2.910 -0.710 -1.497
C -3.932 -1.009 -2.395
C -4.354 -0.078 -3.326
C -3.721 1.155 -3.404
C -2.710 1.461 -2.519
C -2.307 0.564 -1.524
C -1.430 1.050 -0.457
H -1.032 -3.691 -3.927
H -1.110 -2.367 -2.756
H -2.303 -2.472 -4.050
H -2.952 -5.339 -3.993
H -4.521 -6.671 -2.657
H -5.042 -5.984 -0.327
H -4.026 -3.975 0.606
H -1.398 -3.597 1.612
H -1.785 -3.708 4.012
H -3.290 -2.058 5.095
H -4.593 -0.518 3.688
H -5.435 0.134 1.652
H -5.095 -0.845 0.217
H -4.080 0.544 0.598
H -4.427 -1.971 -2.356
H -5.174 -0.319 -3.988
H -4.036 1.892 -4.131
H -2.251 2.439 -2.551
H -1.946 0.876 0.493
H -1.320 2.134 -0.602
*
```



2.
Molecular formula: C58H50InN8O4
Method: DFT, ωB97M-V/def2-TZVPD

**Energy**: -86249.33771 eV

ORCA input file:
```
! RIJCOSX wB97M-V def2-TZVPD def2/J DEFGRID3
* xyz -1 1
In 0.126 0.028 0.001
C 2.191 3.116 2.981
C 1.987 1.805 3.690
C 2.757 1.568 4.819
C 2.639 0.395 5.543
C 1.743 -0.561 5.111
C 0.964 -0.371 3.973
C 0.030 -1.480 3.586
C 1.066 0.826 3.247
N 0.289 1.105 2.084
C -0.401 2.247 2.135
O -0.752 2.876 3.133
C -0.679 2.876 0.792
C -1.232 4.145 0.771
C -1.299 4.817 -0.434
C -0.783 4.211 -1.565
C -0.268 2.922 -1.485
N -0.235 2.272 -0.316
C 0.320 2.366 -2.773
O 0.438 3.199 -3.689
N 0.657 1.086 -2.799
C 1.029 0.613 -4.081
C 0.145 0.715 -5.184
C -1.143 1.490 -5.131
C 0.477 0.111 -6.392
C 1.675 -0.558 -6.566
C 2.584 -0.570 -5.523
C 2.291 0.021 -4.298
C 3.375 0.086 -3.262
H 3.225 3.440 3.097
H 1.970 3.034 1.918
H 1.528 3.878 3.397
H 3.471 2.324 5.128
H 3.246 0.225 6.425
H 1.637 -1.494 5.657
H 0.582 -2.418 3.465
H -0.723 -1.644 4.359
H -0.487 -1.253 2.666
H -1.559 4.575 1.706
H -1.726 5.811 -0.487
H -0.748 4.695 -2.529
H -1.596 1.471 -4.141
H -0.947 2.538 -5.361
H -1.858 1.095 -5.856
H -0.226 0.179 -7.217
H 1.903 -1.048 -7.506
H 3.558 -1.029 -5.657
H 4.120 -0.693 -3.422
H 3.876 1.055 -3.320
H 2.978 -0.015 -2.259
C 3.975 -1.337 2.555
C 4.220 0.024 1.960
C 5.252 0.775 2.500
C 5.540 2.047 2.040
C 4.755 2.579 1.038
C 3.704 1.863 0.471
C 2.892 2.570 -0.573
C 3.438 0.553 0.903
N 2.415 -0.281 0.358
C 2.816 -1.510 0.019
O 3.950 -1.883 -0.279
C 1.754 -2.570 0.151
C 2.154 -3.895 0.086
C 1.229 -4.880 0.375
C -0.052 -4.503 0.734
C -0.392 -3.156 0.763
N 0.508 -2.212 0.469
C -1.804 -2.837 1.207
O -2.448 -3.800 1.662
N -2.194 -1.582 1.080
C -3.568 -1.366 1.317
C -4.560 -2.015 0.541
C -4.237 -3.095 -0.455
C -5.898 -1.680 0.718
C -6.294 -0.739 1.655
C -5.331 -0.162 2.464
C -3.983 -0.474 2.322
C -3.007 0.083 3.320
H 4.254 -1.332 3.608
H 2.927 -1.621 2.480
H 4.568 -2.092 2.034
H 5.836 0.345 3.307
H 6.351 2.623 2.472
H 4.943 3.586 0.677
H 2.446 3.476 -0.151
H 3.514 2.880 -1.410
H 2.109 1.936 -0.959
H 3.180 -4.105 -0.178
H 1.510 -5.926 0.340
H -0.815 -5.212 1.016
H -3.265 -2.945 -0.923
H -4.185 -4.056 0.058
H -5.004 -3.144 -1.230
H -6.644 -2.177 0.106
H -7.341 -0.482 1.767
H -5.623 0.534 3.244
H -3.305 1.075 3.661
H -2.963 -0.571 4.195
H -2.006 0.144 2.907
C -0.408 -3.485 -3.593
C 0.027 -2.643 -2.569
N -0.711 -1.680 -2.046
C -1.917 -1.445 -2.584
C -2.446 -2.246 -3.618
C -1.660 -3.298 -4.104
C -3.746 -1.979 -4.148
C -4.480 -0.954 -3.680
C -3.985 -0.114 -2.634
C -4.754 0.940 -2.124
C -4.283 1.651 -1.058
C -3.021 1.336 -0.555
N -2.230 0.414 -1.073
C -2.710 -0.345 -2.076
H 0.248 -4.262 -3.959
H 1.015 -2.775 -2.162
H -2.050 -3.932 -4.891
H -4.126 -2.621 -4.934
H -5.471 -0.754 -4.069
H -5.719 1.158 -2.567
H -4.863 2.439 -0.598
H -2.635 1.887 0.289
*
```